# 1
DFT (ωB97M-V with the def2-TZVPD basis set) results for a cluster of 7 separate species, C81H181F2NO7P5S2 in total.

XYZ file:
```
279
Properties=species:S:1:pos:R:3
C -4.966 -4.917 -2.846
C -3.839 -3.980 -3.270
C -2.634 -4.780 -3.696
C -1.402 -3.911 -4.055
P 0.117 -4.797 -4.345
C -0.220 -6.096 -5.647
C -0.372 -5.448 -7.069
C -0.935 -6.432 -7.963
C -1.345 -5.983 -9.380
C 0.579 -5.446 -2.747
C 1.944 -6.256 -2.715
C 2.271 -6.615 -1.286
C 2.702 -5.391 -0.539
C 1.457 -3.769 -4.936
C 1.751 -2.661 -3.847
C 2.091 -1.407 -4.476
C 3.556 -1.416 -5.055
H -5.011 -5.744 -3.554
H -5.936 -4.423 -2.787
H -4.856 -5.334 -1.844
H -3.598 -3.277 -2.473
H -4.234 -3.292 -4.018
H -2.889 -5.291 -4.624
H -2.329 -5.553 -2.990
H -1.255 -3.142 -3.297
H -1.675 -3.383 -4.968
H -1.182 -6.499 -5.331
H 0.613 -6.783 -5.501
H 0.510 -5.011 -7.537
H -1.141 -4.683 -6.962
H -1.794 -6.951 -7.538
H -0.117 -7.151 -7.903
H -0.553 -5.729 -10.085
H -1.955 -5.080 -9.404
H -1.889 -6.725 -9.965
H -0.281 -6.054 -2.467
H 0.565 -4.700 -1.951
H 2.748 -5.721 -3.219
H 1.857 -7.165 -3.311
H 3.102 -7.321 -1.301
H 1.381 -7.043 -0.825
H 3.786 -5.328 -0.629
H 2.610 -5.565 0.533
H 2.262 -4.419 -0.761
H 1.055 -3.307 -5.837
H 2.384 -4.322 -5.089
H 2.595 -2.965 -3.228
H 0.849 -2.478 -3.263
H 2.136 -0.587 -3.759
H 1.357 -1.148 -5.240
H 3.756 -2.265 -5.709
H 4.410 -1.291 -4.390
H 3.652 -0.520 -5.668
C -8.251 -4.310 1.901
C -7.217 -5.105 2.684
C -5.755 -4.850 2.295
C -5.339 -3.488 2.991
P -3.826 -2.707 2.463
C -4.205 -2.154 0.760
C -5.623 -1.561 0.388
C -6.124 -0.120 0.867
C -5.152 1.091 0.813
C -3.551 -1.267 3.615
C -3.268 -1.661 5.079
C -2.936 -0.498 6.040
C -4.122 0.473 6.374
C -2.466 -3.968 2.692
C -2.226 -4.874 1.444
C -1.146 -5.984 1.627
C -0.085 -5.716 2.722
H -8.281 -4.645 0.864
H -7.930 -3.282 1.736
H -9.230 -4.342 2.380
H -7.433 -6.173 2.670
H -7.440 -4.843 3.718
H -5.551 -4.692 1.236
H -5.148 -5.631 2.753
H -5.195 -3.844 4.011
H -6.159 -2.770 3.010
H -3.985 -3.004 0.114
H -3.349 -1.536 0.489
H -6.344 -2.355 0.579
H -5.692 -1.529 -0.699
H -6.416 -0.109 1.916
H -7.069 -0.047 0.329
H -5.558 1.938 1.367
H -4.885 1.322 -0.218
H -4.150 0.811 1.138
H -4.482 -0.705 3.548
H -2.684 -0.711 3.256
H -2.535 -2.466 5.103
H -4.178 -2.086 5.504
H -2.179 0.077 5.506
H -2.427 -0.941 6.895
H -3.836 1.235 7.099
H -5.002 0.002 6.813
H -4.379 1.045 5.482
H -2.477 -4.500 3.644
H -1.635 -3.289 2.881
H -1.976 -4.269 0.572
H -3.172 -5.337 1.166
H -0.572 -6.098 0.708
H -1.630 -6.942 1.815
H 0.484 -4.816 2.488
H 0.735 -6.428 2.630
H -0.522 -5.809 3.717
C 4.719 0.568 3.047
C 4.844 1.743 2.074
C 3.419 2.297 1.594
C 3.572 3.651 0.818
P 2.019 4.706 0.678
C 1.622 5.194 2.359
C 0.448 6.328 2.421
C 1.062 7.727 2.842
C 1.462 7.639 4.371
C 2.278 6.196 -0.311
C 3.731 6.699 -0.584
C 3.769 8.150 -0.779
C 5.255 8.712 -0.855
C 0.616 3.828 0.072
C -0.057 2.751 0.968
C -1.543 2.457 0.607
C -2.373 3.443 1.423
H 4.113 -0.272 2.707
H 4.203 0.875 3.956
H 5.628 0.117 3.447
H 5.455 1.477 1.211
H 5.322 2.547 2.632
H 2.857 2.380 2.524
H 2.940 1.582 0.924
H 4.022 3.525 -0.167
H 4.323 4.261 1.321
H 2.538 5.410 2.909
H 1.163 4.352 2.878
H -0.308 6.074 3.163
H -0.107 6.417 1.487
H 0.348 8.531 2.666
H 1.916 7.990 2.219
H 1.694 6.650 4.765
H 0.571 8.002 4.883
H 2.296 8.290 4.633
H 1.601 7.019 -0.083
H 1.951 5.869 -1.299
H 4.052 6.214 -1.506
H 4.469 6.431 0.171
H 3.165 8.703 -0.060
H 3.266 8.431 -1.705
H 5.830 8.197 -1.625
H 5.802 8.752 0.087
H 5.275 9.745 -1.203
H 0.925 3.509 -0.923
H -0.058 4.682 0.004
H 0.121 2.801 2.042
H 0.402 1.808 0.668
H -1.910 1.452 0.818
H -1.703 2.611 -0.460
H -3.431 3.185 1.396
H -2.312 4.468 1.057
H -2.182 3.374 2.494
C -0.525 3.356 5.766
C 0.562 2.410 5.469
C 0.873 1.508 6.723
C 2.154 0.600 6.542
P 2.485 -0.847 7.766
C 3.272 -0.482 9.399
C 2.568 0.649 10.132
C 3.446 1.486 11.116
C 4.646 2.057 10.346
C 3.257 -2.329 7.126
C 3.268 -2.250 5.550
C 3.361 -3.641 4.768
C 3.469 -3.327 3.241
C 0.737 -1.335 8.075
C 0.560 -2.494 9.057
C -0.845 -2.504 9.629
C -1.319 -3.873 10.075
H -0.625 3.723 6.787
H -1.482 2.957 5.428
H -0.332 4.257 5.185
H 1.533 2.811 5.178
H 0.344 1.880 4.542
H -0.007 0.898 6.924
H 1.083 2.083 7.624
H 2.843 1.433 6.678
H 2.039 0.205 5.533
H 4.291 -0.198 9.136
H 3.277 -1.391 10.000
H 1.707 0.213 10.638
H 2.200 1.372 9.404
H 3.808 0.771 11.855
H 2.710 2.155 11.562
H 5.273 2.782 10.865
H 4.394 2.438 9.357
H 5.466 1.344 10.258
H 2.811 -3.240 7.525
H 4.303 -2.429 7.415
H 4.084 -1.609 5.217
H 2.309 -1.853 5.217
H 2.534 -4.334 4.921
H 4.202 -4.193 5.187
H 4.483 -3.046 2.957
H 2.937 -2.460 2.849
H 3.157 -4.114 2.555
H 0.236 -1.571 7.136
H 0.379 -0.425 8.556
H 1.244 -2.433 9.903
H 0.869 -3.372 8.490
H -1.434 -1.979 8.877
H -1.128 -1.793 10.406
H -0.437 -4.370 10.478
H -1.772 -4.425 9.252
H -2.163 -3.955 10.760
C -1.760 0.097 -3.087
C -2.318 -0.109 -4.497
C -2.044 0.940 -5.621
C -0.518 1.304 -5.873
P -0.136 2.845 -6.811
C -1.193 3.048 -8.266
C -0.631 3.701 -9.608
C -1.597 4.463 -10.489
C -1.115 4.571 -11.951
C 1.565 2.689 -7.418
C 1.834 1.371 -8.222
C 3.333 1.136 -8.612
C 3.838 2.186 -9.576
C -0.223 4.442 -5.834
C 0.188 5.751 -6.563
C 0.185 6.857 -5.601
C 1.281 6.730 -4.471
H -2.422 -0.297 -2.316
H -1.537 1.148 -2.903
H -0.901 -0.572 -3.050
H -3.407 -0.132 -4.447
H -2.163 -1.101 -4.919
H -2.724 1.764 -5.403
H -2.481 0.608 -6.563
H -0.016 0.450 -6.328
H -0.145 1.598 -4.892
H -2.053 3.666 -8.009
H -1.565 2.041 -8.458
H 0.011 3.024 -10.171
H 0.174 4.421 -9.457
H -1.733 5.391 -9.933
H -2.406 3.737 -10.419
H -0.637 5.547 -12.036
H -1.913 4.327 -12.653
H -0.243 3.924 -12.040
H 2.205 2.709 -6.536
H 1.747 3.471 -8.155
H 1.233 1.448 -9.128
H 1.558 0.468 -7.676
H 3.378 0.106 -8.968
H 3.879 1.172 -7.669
H 3.789 3.201 -9.181
H 3.201 2.100 -10.456
H 4.731 2.002 -10.173
H 0.405 4.143 -4.995
H -1.216 4.507 -5.389
H -0.504 6.053 -7.350
H 1.217 5.678 -6.915
H -0.801 7.019 -5.166
H 0.407 7.775 -6.144
H 2.303 6.710 -4.850
H 1.068 5.941 -3.750
H 1.358 7.704 -3.988
O 2.174 1.642 -1.922
C 2.325 2.622 -2.862
O 2.124 2.370 -4.054
O 2.750 3.714 -2.543
H 1.493 1.191 -2.426
N -0.955 -1.424 1.476
S -0.088 -1.615 0.282
O 1.027 -2.573 0.411
O -0.042 -0.463 -0.707
F -1.077 -2.431 -0.732
S 0.236 -0.884 2.595
O 1.493 -0.284 2.106
O 0.322 -1.674 3.847
F -0.559 0.395 3.099
```

Computed properties:
expectation value of S²	0.75
LUMO level (alpha / beta)	-2.91 / -2.91	eV
charge	+2
spin multiplicity	2
HOMO (alpha / beta)	-0.2003 / -0.3930	Eh

Mulliken atomic charge list, values in e, 6 entries: atom 1 (C): -1.536, atom 2 (C): 0.271, atom 3 (C): -1.378, atom 4 (C): 0.128, atom 5 (P): 0.604, atom 6 (C): -1.345

# 2
DFT (ωB97M-V with the def2-TZVPD basis set) results for an isolated molecule of C3H5NO2.

XYZ file:
```
11
Properties=species:S:1:pos:R:3
O -1.014 -1.099 -1.032
C -0.805 -0.014 -0.151
C 0.673 0.028 0.219
O 1.489 0.106 -0.918
C 0.863 1.206 1.078
N 0.868 2.131 1.771
H -1.562 -1.594 -0.424
H -1.176 0.916 -0.589
H -1.382 -0.229 0.758
H 0.894 -0.878 0.811
H 1.152 -0.574 -1.523
```

Computed properties:
LUMO level	0.36	eV
charge	0
energy relative to the best compared isomer or geometry (same formula, charge and spin)	170.8	kJ/mol
SMILES	N#C[C@H](O)CO
HOMO	-0.4032	Eh

natural (NBO) atomic charge list, values in e, 6 entries: atom 1 (O): -0.713, atom 2 (C): -0.082, atom 3 (C): -0.018, atom 4 (O): -0.682, atom 5 (C): 0.260, atom 6 (N): -0.296

# 3
DFT (ωB97M-V with the def2-TZVPD basis set) results for a structure of composition C5H10O2.

XYZ file:
```
17
Properties=species:S:1:pos:R:3
C -1.730 0.318 -1.563
O -1.107 -0.281 -0.445
C 0.301 -0.207 -0.513
C 0.945 1.158 -0.169
O 1.553 0.867 1.064
C 0.940 -0.880 0.679
C 0.165 -1.033 1.876
H -1.501 1.393 -1.640
H -1.427 -0.170 -2.505
H -2.809 0.196 -1.429
H 0.658 -0.636 -1.464
H 0.230 1.993 -0.127
H 1.712 1.403 -0.914
H 1.862 -1.440 0.552
H 0.422 -1.818 2.561
H 0.676 -0.032 2.162
H -0.892 -0.832 1.873
```

Computed properties:
LUMO level	0.88	eV
charge	0
energy relative to the best compared isomer or geometry (same formula, charge and spin)	462.4	kJ/mol
HOMO	-0.3269	Eh

natural (NBO) atomic charge list, values in e, 6 entries: atom 1 (C): -0.250, atom 2 (O): -0.530, atom 3 (C): 0.013, atom 4 (C): -0.084, atom 5 (O): -0.681, atom 6 (C): 0.188

# 4
DFT (ωB97M-V with the def2-TZVPD basis set) results for a structure of composition C32H36AsMgNO8STe.

XYZ file:
```
81
Properties=species:S:1:pos:R:3
Mg 0.167 0.276 1.012
O -2.221 1.459 4.027
As -1.348 2.374 2.794
O -1.315 3.947 3.230
O 0.097 1.589 2.508
C -2.528 2.249 1.203
C -2.932 3.510 0.758
C -3.733 3.662 -0.362
C -4.164 2.548 -1.068
C -3.786 1.289 -0.641
C -2.974 1.137 0.479
S -2.466 -0.545 0.816
O -1.760 -0.473 2.113
O -3.639 -1.374 0.762
O -1.425 -0.848 -0.183
H -2.198 0.540 3.713
H -2.588 4.370 1.320
H -4.015 4.657 -0.687
H -4.780 2.656 -1.952
H -4.107 0.406 -1.180
C 0.671 3.863 -0.501
C 0.325 2.560 -1.209
O 0.306 2.550 -2.448
O 0.040 1.563 -0.473
H -0.066 4.619 -0.778
H 1.645 4.210 -0.850
H 0.684 3.743 0.581
Te -0.746 -0.063 -3.020
C -0.404 0.228 -5.105
C 0.884 0.134 -5.630
C 1.114 0.311 -6.989
C 0.056 0.586 -7.846
C -1.231 0.691 -7.333
C -1.455 0.519 -5.973
C -1.496 -2.039 -3.394
C -0.675 -3.019 -3.952
C -1.141 -4.312 -4.156
C -2.435 -4.653 -3.780
C -3.255 -3.694 -3.201
C -2.788 -2.397 -3.016
H 1.713 -0.071 -4.963
H 2.123 0.236 -7.378
H 0.234 0.724 -8.906
H -2.062 0.914 -7.993
H -2.460 0.609 -5.576
H 0.345 -2.768 -4.221
H -0.487 -5.058 -4.592
H -2.796 -5.665 -3.925
H -4.258 -3.954 -2.884
H -3.429 -1.657 -2.552
C 6.203 -0.212 -1.542
C 5.115 0.306 -0.632
C 5.178 1.593 -0.127
C 4.146 2.053 0.704
C 4.189 3.458 1.248
C 3.095 1.222 1.018
C 2.990 -0.115 0.528
C 4.048 -0.530 -0.315
N 1.900 -0.847 0.909
C 1.874 -2.304 0.731
C 1.557 -2.710 -0.721
C 0.733 -2.821 1.616
C 3.159 -3.008 1.225
H 6.918 0.576 -1.788
H 5.785 -0.593 -2.477
H 6.753 -1.034 -1.074
H 6.011 2.243 -0.379
H 5.173 3.691 1.666
H 3.437 3.604 2.024
H 3.990 4.186 0.457
H 2.321 1.588 1.689
H 4.030 -1.510 -0.767
H 0.576 -2.324 -1.005
H 1.543 -3.801 -0.831
H 2.288 -2.302 -1.420
H -0.226 -2.397 1.315
H 0.918 -2.552 2.659
H 0.650 -3.909 1.541
H 3.919 -3.120 0.453
H 2.914 -4.012 1.585
H 3.600 -2.446 2.051
```

Computed properties:
LUMO level	3.99	eV
charge	-2
energy relative to the best compared isomer or geometry (same formula, charge and spin)	0.0	kJ/mol
HOMO	-0.0613	Eh

Mulliken atomic charge list, values in e, 6 entries: atom 1 (Mg): 2.175, atom 2 (O): -0.725, atom 3 (As): 0.846, atom 4 (O): -0.845, atom 5 (O): -0.712, atom 6 (C): -0.065

# 5
DFT (ωB97M-V with the def2-TZVPD basis set) results for a cluster of 2 separate species, C7H12O in total.

XYZ file:
```
20
Properties=species:S:1:pos:R:3
C -1.828 2.387 -1.097
C -0.989 1.135 -0.996
C -0.632 0.460 -2.080
C -1.348 0.081 1.180
C -0.534 0.768 0.370
C 0.760 1.336 0.805
C 1.310 1.326 2.023
H -2.887 2.142 -1.207
H -1.496 3.070 -1.870
H -1.851 2.934 -0.149
H -0.074 -0.466 -2.087
H -1.085 0.701 -3.039
H -1.022 -0.118 2.193
H -2.303 -0.285 0.801
H 1.333 1.874 0.062
H 2.199 1.911 2.174
H 0.819 0.768 2.802
H 2.436 -6.578 0.132
H 1.936 -5.422 -0.714
O 2.609 -5.647 -0.051
```

Computed properties:
LUMO level	0.81	eV
charge	0
energy relative to the best compared isomer or geometry (same formula, charge and spin)	185.3	kJ/mol
SMILES	C=CC(=C)C(=C)C.O
HOMO	-0.3241	Eh

natural (NBO) atomic charge list, values in e, 6 entries: atom 1 (C): -0.651, atom 2 (C): -0.003, atom 3 (C): -0.393, atom 4 (C): -0.366, atom 5 (C): -0.073, atom 6 (C): -0.214

# 6
DFT (ωB97M-V with the def2-TZVPD basis set) results for a structure of composition CH10Na6O12S.

XYZ file:
```
30
Properties=species:S:1:pos:R:3
Na -9.915 -7.048 10.397
Na -4.809 -14.219 10.900
Na -5.532 -8.785 14.297
Na -15.964 -10.671 10.374
Na -5.126 -9.092 8.155
Na -10.163 -12.252 7.027
C -9.578 -12.195 12.008
O -8.686 -11.578 11.411
O -9.213 -12.934 12.926
O -10.681 -12.210 11.498
S -0.444 -9.803 10.874
O -0.252 -9.248 9.523
O -1.844 -9.830 11.217
O 0.168 -11.137 10.781
O 0.303 -9.075 11.855
O -11.993 -13.004 17.510
H -11.929 -12.215 18.048
H -11.382 -12.854 16.789
O -10.191 -18.351 13.184
H -10.208 -18.716 12.299
H -10.174 -17.403 13.052
O -16.205 -14.624 13.269
H -16.511 -15.369 13.786
H -15.352 -14.406 13.644
O -5.278 -15.636 14.862
H -6.144 -15.262 14.703
H -5.454 -16.500 15.235
O -14.328 -16.648 9.320
H -14.800 -16.445 10.128
H -13.410 -16.698 9.584
```

Computed properties:
LUMO level	-6.93	eV
charge	+2
energy relative to the best compared isomer or geometry (same formula, charge and spin)	1424.7	kJ/mol
HOMO	-0.3196	Eh

natural (NBO) atomic charge list, values in e, 6 entries: atom 1 (Na): 0.490, atom 2 (Na): 0.962, atom 3 (Na): 0.933, atom 4 (Na): 0.959, atom 5 (Na): 0.510, atom 6 (Na): 0.729

# 7
DFT (ωB97M-V with the def2-TZVPD basis set) results for the ion C2H7N4O with charge +1.

XYZ file:
```
14
Properties=species:S:1:pos:R:3
C -0.345 0.859 -0.244
C 0.664 -0.315 -0.492
N -0.163 -1.497 -0.181
N -1.368 -1.218 -0.058
N -1.579 0.126 0.131
N 1.886 -0.374 0.322
O -2.773 0.736 0.134
H 0.100 1.462 0.607
H -0.359 1.336 -1.175
H 1.026 -0.284 -1.494
H 1.938 -1.194 0.844
H 1.666 0.296 1.051
H 2.668 -0.213 -0.299
H -3.361 0.282 0.855
```

Computed properties:
LUMO level	-4.06	eV
charge	+1
energy relative to the best compared isomer or geometry (same formula, charge and spin)	511.8	kJ/mol
SMILES	[NH3+][C@@H]1CN(O)N=N1
HOMO	-0.4898	Eh

natural (NBO) atomic charge list, values in e, 6 entries: atom 1 (C): -0.275, atom 2 (C): 0.028, atom 3 (N): -0.271, atom 4 (N): 0.106, atom 5 (N): 0.019, atom 6 (N): -0.663

# 8
DFT (ωB97M-V with the def2-TZVPD basis set) results for a cluster of 2 separate species, C7H17N in total.

XYZ file:
```
25
Properties=species:S:1:pos:R:3
C -1.027 -1.082 0.272
C -0.732 -0.708 -1.098
C -1.168 -1.815 -2.081
C -1.335 0.644 -1.505
C -0.105 -1.184 1.393
N 0.288 0.243 1.918
C 1.387 0.835 1.165
C 1.826 2.127 1.898
H -1.872 -1.770 0.372
H 1.610 0.460 -1.582
H 0.398 -0.564 -1.155
H -0.829 -1.416 -3.036
H -2.229 -2.052 -2.051
H -0.554 -2.697 -1.892
H -1.456 1.298 -0.641
H -2.316 0.498 -1.948
H -0.696 1.168 -2.225
H -0.566 -1.603 2.270
H 0.846 -1.617 1.066
H -0.570 0.716 1.615
H 1.136 1.173 0.140
H 2.172 0.101 1.015
H 2.848 2.356 1.606
H 1.188 2.917 1.510
H 1.754 1.972 2.971
```

Computed properties:
LUMO level	-1.95	eV
charge	0
energy relative to the best compared isomer or geometry (same formula, charge and spin)	686.7	kJ/mol
HOMO	-0.2533	Eh

natural (NBO) atomic charge list, values in e, 6 entries: atom 1 (C): 0.063, atom 2 (C): -0.370, atom 3 (C): -0.601, atom 4 (C): -0.587, atom 5 (C): -0.331, atom 6 (N): -0.546